Record 1
# C4H8FNOS

A single C4H8FNOS molecule in a non-equilibrium geometry (ωB97M-V with the def2-TZVPD basis set, OMol25).

XYZ file:
```
16
C4H8FNOS, DFT ωB97M-V with the def2-TZVPD basis set
C -0.52 -0.75 0.88
C -0.49 -1.43 -0.55
C 0.54 -0.24 -0.23
C 0.46 1.00 -0.96
H -2.45 0.21 0.69
H -1.33 1.04 1.46
H 0.05 -1.39 1.65
H -0.29 -2.58 -0.63
H 2.31 -0.73 1.38
H 1.17 0.90 -1.88
H -0.55 1.19 -1.36
H 1.38 2.89 -0.46
N -1.69 0.08 1.31
O 0.84 2.03 -0.03
F -1.50 -1.01 -1.37
S 2.07 -1.21 0.09
```

* gap between HOMO and LUMO: 9.69 eV
* energy relative to the best compared isomer or geometry (same formula, charge and spin): 2.574 eV
* lowest unoccupied orbital energy: 0.54 eV
* SMILES: N[C@H]1[C@@H](F)[C@@]1(S)CO
* total charge: 0

***

Record 2
# C29H80BO22PS

16 unconnected molecules or ions with the total composition C29H80BO22PS in a non-equilibrium geometry (ωB97M-V with the def2-TZVPD basis set, OMol25).

XYZ file:
```
134
C29H80BO22PS, DFT ωB97M-V with the def2-TZVPD basis set
C -0.51 4.71 1.68
B -1.03 5.16 0.18
O -0.85 6.56 -0.19
C -1.76 4.09 -0.80
O -2.65 4.57 -1.85
C -3.12 3.31 -2.40
O -4.25 3.05 -2.84
O -1.97 2.43 -2.39
C -0.85 3.12 -1.74
C 0.01 2.32 -0.64
C 0.59 0.90 -1.14
C 2.22 1.03 -1.12
O 0.27 -0.05 -0.08
C 0.28 -1.42 -0.58
C 1.69 -2.09 -0.06
C 2.62 -2.71 -1.15
C 3.98 -3.31 -0.70
C 4.38 -3.27 0.82
C 3.42 -2.66 1.91
C 2.06 -2.06 1.47
P 0.01 4.00 -3.17
O 0.29 5.68 -2.87
O -0.97 3.98 -4.60
S 1.73 3.25 -3.69
H -1.09 3.77 2.03
H -0.55 5.55 2.44
H 0.59 4.35 1.59
H -1.15 7.06 0.61
H -2.47 3.53 -0.10
H 0.87 2.92 -0.19
H -0.71 2.10 0.23
H 0.19 0.61 -2.16
H 2.60 0.63 -0.12
H 2.57 2.12 -1.22
H 2.70 0.48 -2.01
H 0.15 -1.50 -1.71
H -0.57 -1.97 -0.01
H 2.25 -2.67 -2.23
H 4.69 -3.75 -1.49
H 5.38 -3.68 1.18
H 3.68 -2.61 3.02
H 1.30 -1.58 2.17
H 0.95 5.97 -3.54
H -0.73 3.16 -5.09
C 0.89 9.30 -1.48
O -0.12 9.66 -0.55
H 1.82 9.80 -1.21
H 1.04 8.22 -1.45
H 0.60 9.61 -2.49
H -0.93 9.20 -0.82
C 2.65 0.96 -7.30
O 2.41 0.06 -6.23
H 2.65 0.39 -8.24
H 1.85 1.70 -7.34
H 3.61 1.45 -7.17
H 2.41 0.58 -5.41
C -5.17 1.00 0.63
O -4.93 0.60 -0.71
H -5.29 0.11 1.25
H -4.31 1.57 1.00
H -6.07 1.60 0.68
H -4.82 1.40 -1.23
C 7.37 -1.34 2.07
O 6.86 -1.54 0.75
H 6.65 -1.74 2.78
H 8.32 -1.86 2.18
H 7.50 -0.27 2.25
H 7.51 -1.17 0.14
C -4.38 -2.64 -2.34
O -3.17 -1.99 -2.00
H -4.14 -3.55 -2.89
H -4.93 -2.89 -1.43
H -4.98 -1.98 -2.98
H -3.41 -1.18 -1.52
C -1.83 3.39 5.37
O -0.60 3.64 4.70
H -2.54 4.18 5.11
H -2.23 2.43 5.04
H -1.67 3.39 6.45
H 0.01 2.93 4.94
C -1.73 3.93 9.65
O -2.58 3.33 8.69
H -0.92 4.45 9.12
H -2.29 4.66 10.24
H -1.30 3.17 10.30
H -3.29 2.88 9.18
C -3.56 -6.09 -4.62
O -2.35 -5.43 -4.27
H -3.33 -7.00 -5.16
H -4.12 -6.34 -3.71
H -4.16 -5.43 -5.26
H -2.59 -4.63 -3.79
C 6.16 -5.33 3.72
O 6.62 -4.17 4.40
H 6.40 -5.24 2.67
H 6.64 -6.22 4.14
H 5.07 -5.41 3.84
H 6.39 -4.28 5.33
C -8.54 -1.72 1.04
O -7.27 -1.12 1.27
H -9.04 -1.87 1.99
H -9.14 -1.06 0.41
H -8.41 -2.68 0.54
H -6.84 -1.00 0.41
C -1.29 -4.88 0.78
O -0.82 -3.72 1.45
H -1.04 -4.80 -0.28
H -0.81 -5.77 1.20
H -2.37 -4.96 0.89
H -1.06 -3.83 2.38
C 1.40 -2.46 5.37
O 1.95 -1.37 4.65
H 2.07 -3.32 5.29
H 1.28 -2.19 6.42
H 0.42 -2.73 4.95
H 1.34 -0.63 4.74
C -5.87 -9.58 -5.30
O -4.58 -9.21 -4.84
H -6.61 -9.24 -4.57
H -6.07 -9.12 -6.26
H -5.93 -10.67 -5.39
H -3.94 -9.52 -5.50
C 5.54 0.67 -4.44
O 5.60 -0.09 -5.64
H 6.52 0.67 -3.97
H 5.25 1.70 -4.67
H 4.81 0.22 -3.76
H 4.72 -0.07 -6.04
C 3.42 3.09 2.52
O 2.55 2.50 1.56
H 4.23 3.60 1.99
H 2.86 3.82 3.12
H 3.84 2.32 3.16
H 1.84 2.06 2.05
```

* gap between HOMO and LUMO: 7.59 eV
* lowest unoccupied orbital energy: -0.15 eV
* total charge: 0

***

Record 3
# C4H11NO

2 unconnected molecules or ions with the total composition C4H11NO in a non-equilibrium geometry (ωB97M-V with the def2-TZVPD basis set, OMol25).

XYZ file:
```
17
C4H11NO, DFT ωB97M-V with the def2-TZVPD basis set
C -4.11 -0.21 0.51
N -3.63 -1.01 -0.69
C -4.78 -1.87 -1.04
H -5.08 -0.52 0.93
H -3.36 -0.23 1.38
H -4.12 0.83 0.31
H -2.97 -1.64 -0.29
H -4.52 -2.55 -1.86
H -5.55 -1.18 -1.66
H -5.34 -2.55 -0.26
C 6.13 1.82 1.25
C 6.41 1.64 -0.03
O 6.01 0.87 -1.09
H 6.90 2.54 1.76
H 5.28 1.73 1.82
H 7.16 2.27 -0.40
H 5.59 0.06 -0.65
```

* gap between HOMO and LUMO: 10.11 eV
* energy relative to the best compared isomer or geometry (same formula, charge and spin): 3.601 eV
* lowest unoccupied orbital energy: 0.87 eV
* SMILES: C=CO.CNC
* total charge: 0

***

Record 4
# C25H28N4O4S2

A single C25H28N4O4S2 molecule in a non-equilibrium geometry (ωB97M-V with the def2-TZVPD basis set, OMol25).

XYZ file:
```
63
C25H28N4O4S2, DFT ωB97M-V with the def2-TZVPD basis set
C 7.84 3.68 -0.07
H 6.86 3.70 0.40
C 8.10 2.37 -0.79
H 7.38 2.24 -1.60
C 8.03 1.14 0.12
N 6.80 0.38 -0.07
C 6.86 -0.94 0.52
H 6.76 -0.90 1.62
C 5.74 -1.82 -0.05
C 4.43 -1.10 0.09
C 4.42 0.23 0.32
S 2.82 0.89 0.53
C 2.16 -0.68 0.31
C 3.10 -1.66 0.05
C 2.65 -3.02 -0.23
O 1.48 -3.37 -0.07
N 3.56 -3.90 -0.71
H 4.48 -3.62 -0.99
H 3.23 -4.82 -0.95
N 0.81 -0.90 0.38
C -0.06 0.11 0.62
O 0.34 1.26 0.77
C -1.50 -0.26 0.67
C -2.42 0.80 0.73
C -3.77 0.54 0.79
C -4.21 -0.77 0.79
C -3.32 -1.82 0.74
C -1.96 -1.57 0.68
H -1.28 -2.41 0.66
H -3.71 -2.83 0.75
S -5.98 -1.09 0.87
O -6.51 -0.47 2.04
O -6.19 -2.49 0.69
N -6.49 -0.25 -0.51
C -7.68 0.50 -0.46
C -7.78 1.52 0.48
C -8.93 2.29 0.54
C -9.97 2.08 -0.34
C -9.86 1.07 -1.28
C -8.73 0.28 -1.34
H -8.67 -0.51 -2.08
H -10.67 0.89 -1.98
H -10.86 2.69 -0.29
H -9.00 3.08 1.28
H -6.98 1.69 1.18
C -6.16 -0.99 -1.70
H -5.11 -1.26 -1.64
H -6.74 -1.92 -1.79
H -6.33 -0.36 -2.57
H -4.49 1.34 0.83
H -2.03 1.81 0.73
H 0.58 -1.89 0.24
C 5.63 1.09 0.41
H 5.77 1.42 1.46
H 5.49 1.99 -0.20
H 5.95 -2.00 -1.11
H 5.72 -2.77 0.48
H 7.82 -1.40 0.29
H 8.16 1.44 1.17
H 8.85 0.46 -0.13
H 9.09 2.42 -1.24
H 7.90 4.52 -0.76
H 8.59 3.84 0.71
```

* gap between HOMO and LUMO: 7.82 eV
* energy relative to the best compared isomer or geometry (same formula, charge and spin): 0.229 eV
* lowest unoccupied orbital energy: -0.25 eV
* SMILES: CCCN1CCc2c(sc(NC(=O)c3ccc(S(=O)(=O)N(C)c4ccccc4)cc3)c2C(N)=O)C1
* total charge: 0

***

Record 5
# C2H5N2

A molecular structure, C2H5N2 in a non-equilibrium geometry (ωB97M-V with the def2-TZVPD basis set, OMol25).

XYZ file:
```
9
C2H5N2, DFT ωB97M-V with the def2-TZVPD basis set
C -0.32 -0.40 -0.02
C -0.35 0.11 -1.26
N -0.19 1.11 2.23
N -0.04 0.11 1.80
H -1.21 -0.86 0.47
H 0.51 -1.03 0.30
H 0.49 0.07 -1.84
H -1.21 0.75 -1.52
H -0.33 2.05 2.74
```

* gap between HOMO and LUMO (alpha / beta): 8.44 / 8.44 eV
* energy relative to the best compared isomer or geometry (same formula, charge and spin): 4.147 eV
* lowest unoccupied orbital energy (alpha / beta): -6.34 / -6.34 eV
* total charge: +1

***

Record 6
# C5H12O

2 unconnected molecules or ions with the total composition C5H12O in a non-equilibrium geometry (ωB97M-V with the def2-TZVPD basis set, OMol25).

XYZ file:
```
18
C5H12O, DFT ωB97M-V with the def2-TZVPD basis set
C -3.12 -1.33 1.29
C -2.46 -1.19 -0.04
C -1.30 -0.56 -0.31
H -2.57 -0.75 2.03
H -3.24 -2.40 1.44
H -4.15 -0.89 1.29
H -2.90 -1.74 -0.89
H -0.34 -0.92 -0.65
H -1.13 0.49 0.02
C 1.74 1.31 -0.37
O 2.23 2.58 -0.82
C 2.73 0.19 -0.56
H 0.91 1.19 -1.07
H 1.38 1.40 0.67
H 3.07 2.71 -0.36
H 3.64 0.66 -0.15
H 2.92 -0.06 -1.59
H 2.58 -0.71 0.07
```

* gap between HOMO and LUMO: 9.06 eV
* energy relative to the best compared isomer or geometry (same formula, charge and spin): 3.290 eV
* lowest unoccupied orbital energy: 0.80 eV
* SMILES: C=CC.CCO
* total charge: 0

***

Record 7
# CH4INS

2 unconnected molecules or ions with the total composition CH4INS in a non-equilibrium geometry (ωB97M-V with the def2-TZVPD basis set, OMol25).

XYZ file:
```
8
CH4INS, DFT ωB97M-V with the def2-TZVPD basis set
C 0.94 1.07 0.00
N -0.89 0.42 0.49
S -1.06 -1.10 -0.18
I 2.34 -0.41 -0.08
H 1.05 1.89 0.75
H 0.45 1.25 -1.02
H -0.83 0.15 1.52
H -0.60 -1.91 0.95
```

* gap between HOMO and LUMO: 8.71 eV
* energy relative to the best compared isomer or geometry (same formula, charge and spin): 2.667 eV
* lowest unoccupied orbital energy: 0.38 eV
* total charge: 0

***

Record 8
# C9H17LaNOP

A molecular structure, C9H17LaNOP in a non-equilibrium geometry (ωB97M-V with the def2-TZVPD basis set, OMol25).

XYZ file:
```
30
C9H17LaNOP, DFT ωB97M-V with the def2-TZVPD basis set
C -0.76 1.27 -3.58
C -1.31 2.15 -4.55
C -0.26 2.93 -5.12
C 0.97 2.54 -4.52
C 0.72 1.52 -3.56
La 0.30 -0.72 -0.79
P -0.09 -3.30 0.17
H -1.30 0.53 -2.97
H -2.37 2.22 -4.81
H -0.38 3.69 -5.88
H 1.46 0.99 -2.93
H 1.95 2.96 -4.75
H 0.95 -4.23 -0.24
H -1.19 -4.11 -0.33
H -0.18 -3.75 1.53
C 0.57 -0.50 4.21
N -0.30 -0.25 3.06
C -1.72 0.01 3.29
C 0.12 -0.24 1.82
C 1.55 -0.51 1.40
O -0.77 0.00 0.89
H -0.04 -0.38 5.11
H 1.40 0.22 4.25
H 0.99 -1.52 4.20
H -2.02 0.97 2.86
H -2.35 -0.78 2.85
H -1.87 0.03 4.38
H 1.75 -1.56 0.98
H 2.00 0.32 0.76
H 2.18 -0.52 2.29
```

* gap between HOMO and LUMO (alpha / beta): 4.67 / 4.92 eV
* lowest unoccupied orbital energy (alpha / beta): -0.71 / -0.78 eV
* total charge: 0

***

Record 9
# C2H4ClNO

A single C2H4ClNO molecule in a non-equilibrium geometry (ωB97M-V with the def2-TZVPD basis set, OMol25).

XYZ file:
```
9
C2H4ClNO, DFT ωB97M-V with the def2-TZVPD basis set
C -0.27 0.07 -0.26
C 0.09 -0.72 0.92
N -0.50 -0.21 2.20
O 0.23 -0.26 3.12
Cl -0.75 -2.28 0.93
H -0.20 1.03 0.08
H 0.39 0.00 -1.10
H -1.24 -0.11 -0.58
H 1.17 -1.01 1.05
```

* gap between HOMO and LUMO: 9.34 eV
* energy relative to the best compared isomer or geometry (same formula, charge and spin): 2.988 eV
* lowest unoccupied orbital energy: -0.10 eV
* SMILES: C[C@H](Cl)N=O
* total charge: 0

***

Record 10
# H3IN2

2 unconnected molecules or ions with the total composition H3IN2 in a non-equilibrium geometry (ωB97M-V with the def2-TZVPD basis set, OMol25).

XYZ file:
```
6
H3IN2, DFT ωB97M-V with the def2-TZVPD basis set
N 0.62 0.42 0.08
N 0.34 0.71 1.27
I -1.35 -1.65 -1.82
H 1.37 1.08 -0.09
H -0.48 -0.77 -1.07
H -0.50 0.21 1.63
```

* gap between HOMO and LUMO: 9.92 eV
* energy relative to the best compared isomer or geometry (same formula, charge and spin): 0.412 eV
* lowest unoccupied orbital energy: 0.17 eV
* SMILES: [H]/N=N/[H].I
* total charge: 0

***

Record 11
# C14H22F3GeN2ORhS

A molecular structure, C14H22F3GeN2ORhS (ωB97M-V with the def2-TZVPD basis set, OMol25).

XYZ file:
```
45
C14H22F3GeN2ORhS, DFT ωB97M-V with the def2-TZVPD basis set
Rh 0.59 0.09 0.32
F 5.46 -0.34 4.17
C 4.24 -0.80 3.79
F 4.21 -2.11 4.11
F 3.34 -0.18 4.55
C 4.04 -0.59 2.31
C 5.15 -0.44 1.50
C 5.01 -0.26 0.13
C 3.73 -0.22 -0.39
N 2.66 -0.42 0.37
C 2.77 -0.60 1.71
S 1.22 -0.72 2.50
H 6.14 -0.45 1.95
H 5.87 -0.12 -0.51
H 3.54 -0.05 -1.44
C -0.52 4.62 -0.66
Ge -0.80 2.69 -0.52
C -2.02 2.28 0.95
C -1.60 2.03 -2.19
C 0.91 1.74 -0.27
H -1.48 5.11 -0.84
H 0.15 4.87 -1.49
H -0.09 5.02 0.26
H -3.06 2.49 0.66
H -1.78 2.87 1.83
H -1.95 1.23 1.23
H -2.66 2.29 -2.24
H -1.48 0.95 -2.24
H -1.10 2.47 -3.06
H 1.89 2.21 -0.38
C -3.87 -3.26 -1.60
N -3.20 -2.09 -1.06
C -3.97 -0.88 -0.75
C -1.89 -2.06 -0.77
C -1.03 -3.27 -1.05
O -1.38 -1.05 -0.28
H -4.92 -3.02 -1.77
H -3.83 -4.11 -0.91
H -3.44 -3.57 -2.56
H -4.97 -0.98 -1.18
H -3.48 -0.01 -1.17
H -4.06 -0.74 0.33
H -1.58 -4.19 -1.20
H -0.33 -3.38 -0.22
H -0.45 -3.05 -1.95
```

* gap between HOMO and LUMO: 7.19 eV
* energy relative to the best compared isomer or geometry (same formula, charge and spin): 0.634 eV
* lowest unoccupied orbital energy: 0.33 eV
* total charge: 0

***

Record 12
# C22H34As2Cl2MoO2PS

A molecular structure, C22H34As2Cl2MoO2PS in a non-equilibrium geometry (ωB97M-V with the def2-TZVPD basis set, OMol25).

XYZ file:
```
65
C22H34As2Cl2MoO2PS, DFT ωB97M-V with the def2-TZVPD basis set
Mo -0.06 0.68 -0.10
C -3.19 -1.56 1.35
As -1.30 -1.12 1.36
C -0.95 -0.84 3.23
C -0.39 -2.77 0.96
C -0.44 -3.84 1.85
C 0.27 -5.00 1.58
C 1.04 -5.09 0.42
C 1.07 -4.03 -0.49
C 0.35 -2.88 -0.21
As 0.15 -1.48 -1.51
C 1.63 -1.65 -2.73
C -1.41 -2.10 -2.47
H -3.27 -2.58 1.70
H -3.62 -1.48 0.35
H -3.71 -0.89 2.03
H -1.21 -1.75 3.76
H -1.58 -0.03 3.60
H 0.10 -0.60 3.39
H -1.03 -3.78 2.76
H 0.24 -5.83 2.27
H 1.60 -5.99 0.21
H 1.65 -4.13 -1.39
H 1.45 -2.54 -3.34
H 2.55 -1.77 -2.17
H 1.69 -0.78 -3.38
H -1.18 -3.12 -2.77
H -1.64 -1.50 -3.34
H -2.25 -2.12 -1.79
Cl 6.92 1.64 2.16
C 5.32 1.21 1.80
C 4.80 0.01 2.28
C 3.50 -0.37 2.01
Cl 2.88 -1.86 2.61
C 2.68 0.45 1.24
O 1.41 0.11 1.01
C 3.22 1.66 0.74
C 2.42 2.50 -0.09
O 1.26 2.23 -0.51
C 4.53 2.04 1.03
H 5.43 -0.64 2.88
H 2.85 3.45 -0.41
H 4.93 2.98 0.65
C -3.01 2.40 1.22
S -1.25 2.22 1.58
C -0.70 3.93 1.61
H -3.15 3.03 0.35
H -3.49 2.85 2.09
H -3.43 1.41 1.04
H -1.15 4.38 2.49
H -0.99 4.46 0.71
H 0.39 3.94 1.72
C -0.57 1.26 -3.64
P -1.37 1.67 -2.05
C -3.13 1.30 -2.30
C -1.28 3.48 -2.07
H -1.08 1.80 -4.44
H -0.64 0.19 -3.86
H 0.47 1.56 -3.62
H -3.36 1.40 -3.36
H -3.75 2.01 -1.75
H -3.39 0.29 -1.98
H -1.80 3.84 -2.96
H -0.24 3.81 -2.12
H -1.75 3.92 -1.20
```

* gap between HOMO and LUMO (alpha / beta): 5.64 / 6.35 eV
* energy relative to the best compared isomer or geometry (same formula, charge and spin): 0.000 eV
* lowest unoccupied orbital energy (alpha / beta): -11.31 / -10.69 eV
* spin multiplicity: 3
* total charge: +3
* <S²>: 2.08

***

What is the total charge in the fourth record? 0

***

Which value of total charge does entry 6 give? 0

***

What did the seventh record say?
# CH4INS

2 unconnected molecules or ions with the total composition CH4INS in a non-equilibrium geometry (ωB97M-V with the def2-TZVPD basis set, OMol25).

XYZ file:
```
8
CH4INS, DFT ωB97M-V with the def2-TZVPD basis set
C 0.94 1.07 0.00
N -0.89 0.42 0.49
S -1.06 -1.10 -0.18
I 2.34 -0.41 -0.08
H 1.05 1.89 0.75
H 0.45 1.25 -1.02
H -0.83 0.15 1.52
H -0.60 -1.91 0.95
```

* gap between HOMO and LUMO: 8.71 eV
* energy relative to the best compared isomer or geometry (same formula, charge and spin): 2.667 eV
* lowest unoccupied orbital energy: 0.38 eV
* total charge: 0